# 1
Molecular formula: C32H75N13O30
Method: DFT, ωB97M-V/def2-TZVPD

Summary:
Net charge: 0
HOMO level (eV): -9.9
HOMO-LUMO gap (Eh): 0.3475

Structure (XYZ):
```
150
Properties=species:S:1:pos:R:3:lowdin_charge:R:1
C 8.6268 -0.4006 3.0428 -0.116
C 7.3758 0.4077 3.4072 -0.263
C 6.4228 0.5696 2.2162 -0.213
C 5.5414 1.8233 2.3469 -0.213
C 4.2281 1.5660 3.1239 -0.199
C 3.0735 2.3105 2.4616 -0.212
C 1.7019 1.9685 3.0949 -0.179
C 0.6584 1.6708 2.0099 -0.202
C -0.7352 2.2261 2.2999 -0.187
C -1.5983 2.2197 1.0161 -0.125
C -2.9381 1.4877 1.1519 -0.443
C -2.7405 0.0604 1.6010 -0.010
C -3.8112 2.3261 2.1115 -0.107
C -4.7941 1.5550 2.9901 -0.166
C -6.0293 1.0439 2.2173 -0.150
C -7.3043 1.4628 2.9025 -0.200
O -7.3960 0.8553 4.2059 -0.026
C -8.6684 0.9738 4.7107 -0.495
C -9.6404 -0.1354 4.4094 0.018
O -8.9923 1.9461 5.3900 0.092
O -3.5731 1.5995 -0.1890 -0.082
C -3.8232 0.4055 -0.8027 -0.328
O -4.9444 -0.0793 -0.8288 0.091
H 8.3729 -1.3356 2.5530 0.039
H 9.2000 -0.5684 3.9532 0.067
H 9.2533 0.2298 2.4128 0.071
H 7.6954 1.3686 3.8058 0.100
H 6.8477 -0.1351 4.1927 0.105
H 5.7865 -0.3108 2.1510 0.107
H 7.0513 0.6284 1.3282 0.101
H 6.1512 2.5572 2.8745 0.090
H 5.3354 2.2373 1.3595 0.100
H 4.3882 1.9156 4.1414 0.117
H 4.0529 0.4941 3.0724 0.105
H 3.0990 2.0031 1.4167 0.107
H 3.2518 3.3807 2.4954 0.083
H 1.8803 1.0838 3.7022 0.103
H 1.4006 2.8032 3.7227 0.107
H 0.6315 0.6047 1.7888 0.102
H 0.9924 2.1575 1.0941 0.102
H -0.5858 3.2676 2.5833 0.111
H -1.2156 1.7483 3.1499 0.110
H -1.0099 1.8163 0.1937 0.106
H -1.8594 3.2523 0.7874 0.122
H -2.0253 -0.4817 0.9875 0.086
H -2.2963 0.1019 2.5910 0.096
H -3.6666 -0.4895 1.7322 0.092
H -4.4175 2.9770 1.4811 0.118
H -3.1992 2.9914 2.7139 0.118
H -4.3339 0.7702 3.5818 0.112
H -5.1849 2.2725 3.7121 0.115
H -6.0173 -0.0417 2.1705 0.119
H -6.0751 1.4769 1.2222 0.110
H -7.3972 2.5477 2.9839 0.126
H -8.1417 1.1169 2.3019 0.105
H -9.1586 -1.0351 4.0412 0.087
H -10.3713 0.2279 3.6955 0.074
H -10.1692 -0.3833 5.3236 0.088
H -3.0019 -0.1319 -1.2987 0.148
C 10.3554 -3.1379 -0.3814 0.046
N 9.2139 -2.3176 0.1050 -0.440
O 8.4977 -2.7894 0.9621 0.051
O 9.0770 -1.2201 -0.3927 0.060
H 10.3519 -4.0834 0.1472 0.097
H 10.2189 -3.2861 -1.4477 0.098
H 11.2667 -2.5820 -0.1815 0.075
C -0.3864 -4.1208 0.7256 0.041
N -0.3329 -2.9139 1.5935 -0.447
O -0.9028 -2.9444 2.6625 0.071
O 0.2854 -1.9660 1.1547 0.052
H -0.9661 -4.8845 1.2319 0.098
H -0.8532 -3.8299 -0.2034 0.066
H 0.6346 -4.4475 0.5598 0.097
C -0.2399 -3.9174 -4.3921 0.045
N -0.7504 -4.1544 -3.0135 -0.425
O -1.9421 -4.0829 -2.8112 0.081
O 0.0772 -4.4077 -2.1555 0.025
H -1.0885 -3.7066 -5.0334 0.104
H 0.4367 -3.0767 -4.3425 0.076
H 0.2719 -4.8148 -4.7035 0.084
C -4.6686 3.4461 -2.2217 0.050
N -4.4785 4.8055 -2.7943 -0.429
O -5.4035 5.5884 -2.7126 0.049
O -3.4059 5.0462 -3.3036 0.070
H -5.6662 3.3824 -1.8019 0.101
H -4.5416 2.7310 -3.0303 0.106
H -3.9165 3.3071 -1.4559 0.080
C 6.3084 5.9742 1.0798 0.045
N 5.5283 5.6184 2.2958 -0.448
O 4.3596 5.3323 2.1510 0.057
O 6.1226 5.6368 3.3509 0.065
H 5.6515 5.9125 0.2206 0.094
H 6.6825 6.9839 1.2176 0.098
H 7.1263 5.2644 1.0008 0.100
C 13.4523 -0.5024 -3.0998 0.050
N 13.1618 -1.5013 -2.0361 -0.447
O 13.2184 -1.1341 -0.8827 0.069
O 12.8838 -2.6249 -2.3978 0.059
H 13.6804 0.4449 -2.6267 0.095
H 14.2992 -0.8719 -3.6695 0.101
H 12.5675 -0.4271 -3.7241 0.102
C 3.7826 -3.1769 -7.0042 0.054
N 2.6165 -3.2823 -6.0847 -0.427
O 2.4665 -2.4011 -5.2688 0.082
O 1.8992 -4.2569 -6.2278 0.048
H 4.3259 -2.2709 -6.7646 0.096
H 4.3981 -4.0578 -6.8500 0.103
H 3.3946 -3.1476 -8.0176 0.102
C -1.5861 2.0309 -3.2360 0.042
N -0.1417 1.7356 -3.0313 -0.448
O 0.3476 0.8337 -3.6793 0.063
O 0.4463 2.4209 -2.2251 0.070
H -1.9742 1.3422 -3.9786 0.100
H -2.0842 1.8975 -2.2800 0.063
H -1.6697 3.0592 -3.5767 0.093
C -6.5665 6.8157 -0.1061 0.054
N -6.7447 5.8103 0.9759 -0.446
O -6.6120 6.1725 2.1235 0.074
O -7.0211 4.6758 0.6317 0.040
H -6.3296 7.7716 0.3456 0.098
H -5.7589 6.4712 -0.7419 0.069
H -7.4986 6.8650 -0.6607 0.109
C -10.0155 4.4922 2.4731 0.067
N -10.1693 3.2948 1.6042 -0.414
O -10.0654 2.2097 2.1354 0.048
O -10.3847 3.4785 0.4260 0.069
H -9.8272 4.1564 3.4873 0.099
H -9.1784 5.0633 2.0886 0.073
H -10.9394 5.0593 2.4096 0.104
C 1.6021 -7.4269 -1.5908 0.045
N 2.0799 -8.4922 -2.5132 -0.437
O 1.3155 -8.8961 -3.3581 0.086
O 3.2193 -8.8846 -2.3545 0.043
H 0.5809 -7.1775 -1.8513 0.086
H 1.6637 -7.8180 -0.5797 0.103
H 2.2558 -6.5692 -1.7178 0.102
C 5.7138 -9.6650 -3.4357 0.017
N 7.1556 -9.9007 -3.7267 -0.456
O 7.6535 -10.9322 -3.3319 0.068
O 7.7377 -9.0334 -4.3446 0.053
H 5.3262 -10.5110 -2.8839 0.091
H 5.6453 -8.7553 -2.8511 0.088
H 5.2043 -9.5540 -4.3872 0.101
C -11.1297 0.7987 -1.1423 0.029
N -11.2734 -0.4248 -1.9793 -0.457
O -11.1644 -1.5010 -1.4327 0.066
O -11.4912 -0.2575 -3.1606 0.057
H -10.9386 0.4992 -0.1192 0.081
H -10.2997 1.3730 -1.5394 0.095
H -12.0571 1.3572 -1.2191 0.100
```

***

# 2
Molecular formula: C4H11FNO3PS
Method: DFT, ωB97M-V/def2-TZVPD

Summary:
Net charge: 0
SMILES: CS(=O)(=O)PF.CNC(C)=O
HOMO level (eV): -9.7
HOMO-LUMO gap (Eh): 0.3730

Structure (XYZ):
```
22
Properties=species:S:1:pos:R:3:lowdin_charge:R:1
C -0.0827 -1.0749 -1.8331 -0.187
S -0.5324 -2.7772 -2.0845 0.351
O -1.2617 -2.8105 -3.3054 -0.369
O -1.2040 -3.3269 -0.9543 -0.356
P 1.2410 -3.9325 -2.5425 0.793
F 1.8783 -3.0061 -3.6489 -0.373
H 0.5383 -0.7790 -2.6769 0.062
H -0.9845 -0.4753 -1.8515 0.056
H 0.4644 -0.9337 -0.9095 0.058
H 2.0861 -3.7342 -1.4164 -0.080
C -0.9858 0.7414 2.3619 -0.004
C -0.6961 1.3149 0.9962 -0.536
O -1.1634 0.8255 -0.0215 0.015
N 0.1106 2.4056 0.9284 0.008
C 0.7524 3.1183 2.0180 -0.075
H -1.6385 -0.1186 2.2472 0.086
H -0.0630 0.4177 2.8449 0.085
H -1.4876 1.4799 2.9880 0.086
H 0.2610 2.7368 -0.0121 0.141
H 0.4182 4.1568 2.0197 0.084
H 1.8341 3.1024 1.8762 0.083
H 0.5152 2.6694 2.9761 0.072
```

***

# 3
Molecular formula: C23H23F17O6
Method: DFT, ωB97M-V/def2-TZVPD

Summary:
Net charge: 0
SMILES: COCCCCC1=C(CCC(F)(F)C(F)(F)C(F)(F)C(F)(F)C(F)(F)C(F)(F)C(F)(F)C(F)(F)F)C(=O)OC1=O.CCOC(C)=O
HOMO level (eV): -9.8
HOMO-LUMO gap (Eh): 0.3418

Structure (XYZ):
```
69
Properties=species:S:1:pos:R:3:lowdin_charge:R:1
C 0.1266 -2.1923 4.8220 -0.117
O -1.1426 -2.7742 4.5256 -0.205
C -2.0149 -1.7303 4.0444 -0.213
C -2.9376 -2.2028 2.9081 -0.163
C -2.3091 -3.2603 1.9776 -0.157
C -0.8610 -2.9679 1.4872 -0.089
C -0.8648 -1.8415 0.4870 -0.025
C -0.1806 -1.7876 -0.6596 -0.093
C 0.9145 -2.6894 -1.1722 -0.053
C 2.2026 -2.0562 -0.5465 -0.038
C 3.5080 -2.4146 -1.2560 -0.435
F 4.0335 -3.4739 -0.5673 0.103
F 3.2885 -2.8994 -2.4772 0.145
C 4.6469 -1.3585 -1.2355 -0.379
F 5.2231 -1.3859 -0.0339 0.173
F 5.6018 -1.7524 -2.0760 0.174
C 4.2817 0.1335 -1.4999 -0.354
F 5.4416 0.7819 -1.7177 0.168
F 3.8154 0.6466 -0.3650 0.169
C 3.4008 0.4400 -2.7251 -0.351
F 2.1057 0.2267 -2.5249 0.176
F 3.7755 -0.4331 -3.6675 0.179
C 3.5673 1.8587 -3.3932 -0.346
F 4.6537 1.8565 -4.1479 0.186
F 2.5481 1.9217 -4.2633 0.167
C 3.4009 3.1104 -2.4763 -0.352
F 2.5303 2.8124 -1.5073 0.175
F 2.7978 4.0471 -3.1998 0.181
C 4.6473 3.7364 -1.8033 -0.371
F 5.7800 3.6401 -2.4887 0.182
F 4.8826 3.2440 -0.5971 0.175
C 4.4245 5.2844 -1.5602 -0.607
F 3.2876 5.5450 -0.9764 0.219
F 4.6329 5.9919 -2.6321 0.218
F 5.3738 5.6438 -0.6980 0.176
C -0.7235 -0.6647 -1.4791 -0.400
O -0.7184 -0.6534 -2.6516 0.198
O -1.5683 0.1515 -0.7359 0.092
C -1.5022 -0.4662 0.5294 -0.382
O -1.6432 0.1876 1.4785 0.206
H -0.0291 -1.3650 5.5242 0.092
H 0.7821 -2.9814 5.1983 0.091
H 0.6079 -1.7977 3.9103 0.077
H -2.6623 -1.4609 4.8942 0.124
H -1.4225 -0.8493 3.7799 0.100
H -3.3798 -1.3685 2.3691 0.077
H -3.7974 -2.6881 3.3908 0.117
H -2.9745 -3.3533 1.1085 0.119
H -2.3312 -4.2329 2.4774 0.114
H -0.1282 -2.9323 2.2904 0.104
H -0.6275 -3.8554 0.8802 0.119
H 0.8120 -3.7107 -0.8115 0.126
H 0.9206 -2.5638 -2.2557 0.124
H 2.2872 -2.4263 0.4809 0.142
H 2.0562 -0.9815 -0.4171 0.116
O -5.0812 -0.9481 0.6710 0.095
C -5.1476 0.2342 0.4486 -0.512
O -6.0436 0.9803 1.1208 0.003
C -6.0506 2.4104 1.1055 -0.234
C -6.8607 2.9499 -0.0550 -0.065
C -4.3162 0.8748 -0.6311 0.025
H -5.0346 2.8071 1.1223 0.114
H -6.5158 2.7123 2.0435 0.122
H -6.4277 2.6619 -1.0133 0.067
H -6.9113 4.0387 -0.0129 0.081
H -7.8748 2.5498 -0.0273 0.083
H -4.8606 0.8314 -1.5750 0.105
H -3.3855 0.3066 -0.7278 0.058
H -4.0304 1.9023 -0.4146 0.085
```

***

# 4
Molecular formula: C3H13NO4
Method: DFT, ωB97M-V/def2-TZVPD

Summary:
Net charge: 0
HOMO level (eV): -8.7
Relative energy (zero: lowest compared OMol25 entry of this formula, charge and spin) (kcal/mol): 206.14
HOMO-LUMO gap (Eh): 0.1289

Structure (XYZ):
```
21
Properties=species:S:1:pos:R:3:lowdin_charge:R:1
C -1.4978 -0.6016 0.4173 -0.015
C -1.2543 0.1836 -0.8509 -0.463
N -0.3491 1.2251 -0.7365 0.179
C -0.2480 1.9730 -1.9865 -0.046
O -0.8345 -0.8377 -1.8252 0.020
H -0.6469 -1.2532 0.4090 0.041
H -2.3207 -1.2908 0.6142 0.103
H -1.2529 -0.1156 1.3531 0.086
H -2.1915 0.4114 -1.3796 0.195
H 0.7657 2.2087 -2.2512 0.097
H -0.5736 1.3101 -2.8183 0.104
H -0.8254 2.9039 -1.8723 0.128
H 1.2163 0.2473 -0.2909 0.012
H 1.6527 -1.0783 0.3622 0.022
O 1.7898 -0.5367 -0.4865 -0.063
H 1.5085 -2.4785 2.1193 0.030
H 0.9415 -0.4981 2.5000 -0.055
O 1.0107 -1.6931 1.7656 -0.292
H 1.8260 0.1575 3.7008 0.024
H 0.1050 -0.6345 -1.7471 0.058
O 1.1786 0.3975 3.0034 -0.165
```

***

# 5
Molecular formula: C3H5NO2
Method: DFT, ωB97M-V/def2-TZVPD

Summary:
Net charge: 0
SMILES: [H]/N=C/OC(C)=O
HOMO level (eV): -10.6
Relative energy (zero: lowest compared OMol25 entry of this formula, charge and spin) (kcal/mol): 22.14
HOMO-LUMO gap (Eh): 0.4257

Structure (XYZ):
```
11
Properties=species:S:1:pos:R:3:lowdin_charge:R:1
C 1.2791 1.0018 -0.3167 0.013
C -0.1220 0.6969 -0.7365 -0.494
O -0.5600 0.6283 -1.8430 0.155
O -0.9941 0.5050 0.3583 0.007
C -1.2177 -0.7880 0.7001 -0.282
N -0.3446 -1.6807 0.5169 0.133
H 1.2752 1.6032 0.5939 0.091
H 1.7424 0.0375 -0.0830 0.091
H 1.8345 1.4944 -1.1164 0.091
H -2.2236 -0.8992 1.1144 0.135
H -0.6691 -2.5992 0.8119 0.059
```

***

# 6
Molecular formula: C3H10N3S
Method: DFT, ωB97M-V/def2-TZVPD

Summary:
Net charge: +1
HOMO level (alpha / beta) (eV): -10.9 / -14.0
Relative energy (zero: lowest compared OMol25 entry of this formula, charge and spin) (kcal/mol): 100.16
Spin multiplicity: 3
HOMO-LUMO gap (alpha / beta) (Eh): 0.2596 / 0.2030
Expectation value of S²: 2.04

Structure (XYZ):
```
17
Properties=species:S:1:pos:R:3:lowdin_charge:R:1
C -1.1854 0.5749 1.9789 -0.021
C 2.5021 0.2598 -0.2512 -0.319
C -0.3746 -0.1939 -0.1716 -0.326
N -2.7034 0.1526 0.3525 0.145
N -1.2062 -0.4418 -1.8677 0.175
N -1.5334 0.1342 0.6310 -0.365
S 0.9575 1.1740 -0.1684 1.074
H -0.3754 0.1069 2.4716 0.080
H -2.0438 0.7872 2.5320 0.086
H -0.5919 1.5272 1.8220 0.075
H 2.8718 0.1611 -1.2083 0.030
H 2.4533 -0.7767 0.1439 0.086
H 3.2150 0.9239 0.1320 0.034
H 0.0600 -1.1849 -0.0236 0.107
H -2.8995 0.0955 -0.5703 0.019
H -0.7289 -1.1611 -2.4369 0.084
H -1.1101 0.5214 -2.1384 0.035
```

***

# 7
Molecular formula: C4H7NO
Method: DFT, ωB97M-V/def2-TZVPD

Summary:
Net charge: 0
SMILES: NC(=O)C1CC1
HOMO level (eV): -9.9
Relative energy (zero: lowest compared OMol25 entry of this formula, charge and spin) (kcal/mol): 15.52
HOMO-LUMO gap (Eh): 0.3997

Structure (XYZ):
```
13
Properties=species:S:1:pos:R:3:lowdin_charge:R:1
N -1.3983 -1.4823 -0.9079 0.159
C -0.5917 -0.3883 -0.8300 -0.528
O -0.3988 0.3322 -1.7980 0.042
C 0.0566 -0.1226 0.4911 -0.214
C 0.3172 1.3329 0.7930 -0.108
C 1.4517 0.4493 0.4084 -0.107
H -1.6120 -2.0782 -0.1260 0.098
H -1.8476 -1.6493 -1.7950 0.108
H -0.1774 -0.7883 1.3187 0.132
H -0.0469 2.0309 0.0453 0.107
H 0.2340 1.6567 1.8259 0.102
H 2.1648 0.1517 1.1710 0.102
H 1.8483 0.5552 -0.5967 0.108
```

***

# 8
Molecular formula: C6H16N2O
Method: DFT, ωB97M-V/def2-TZVPD

Summary:
Net charge: +2
HOMO level (eV): -17.9
Relative energy (zero: lowest compared OMol25 entry of this formula, charge and spin) (kcal/mol): 19.36
HOMO-LUMO gap (Eh): 0.3692

Structure (XYZ):
```
25
Properties=species:S:1:pos:R:3:lowdin_charge:R:1
C -1.6324 -1.5954 0.4161 -0.014
C -1.4282 -0.6121 -0.7314 -0.314
C -0.1018 0.2154 -0.5709 -0.126
C 0.0222 0.9067 0.7708 -0.033
C 1.0225 1.7051 1.0694 -0.060
N 1.2111 2.2064 2.4186 0.072
C 1.7392 3.3454 2.6242 0.216
N -1.2562 -1.2792 -2.0631 0.214
H -0.6992 -1.8252 0.9166 0.102
H -2.1811 -2.4445 0.0767 0.087
H -2.3942 -1.1673 1.0477 0.097
H -2.1720 0.1812 -0.7337 0.157
H -0.2055 1.0291 -1.2926 0.138
H 0.7325 -0.4752 -0.6335 0.115
H -0.6500 0.6458 1.5772 0.131
H 1.8739 1.8994 0.4293 0.148
H 0.9874 1.5623 3.1743 0.191
H 1.9587 4.0059 1.7936 0.139
H 1.9607 3.6673 3.6354 0.139
H -0.4456 -1.9347 -2.0554 0.120
H -2.0660 -1.8188 -2.3731 0.184
H -0.9870 -0.6169 -2.7941 0.175
H 1.5269 -3.3676 -2.2920 0.081
H 1.8226 -1.7580 -2.4210 0.066
O 1.3616 -2.4752 -1.9892 -0.026
```

***

> Look up the net charge of the first one.

0

***

> Look up the net charge of the second one.

0